No. 1
Here is a structure of composition C3H5O4 from OMol25. Energies are from ωB97M-V/def2-TZVPD.

Properties
spin multiplicity: 4
relative energy (zero: lowest compared OMol25 entry of this formula, charge and spin): 272.4 kJ/mol
gap between HOMO and LUMO (alpha / beta): 0.270 / 0.272 Eh
HOMO (alpha / beta): -6.5 / -10.3 eV

Element x y z (Å)
O (2.0958, 1.2661, -0.8783)
O (3.3376, 1.2866, -0.6867)
C (-1.7722, 0.0843, 0.9455)
O (-0.4249, -0.2051, 0.7593)
C (-0.0210, -0.4181, -0.5786)
C (1.5042, -0.3636, -0.4722)
O (2.2602, -1.0187, 0.2386)
H (-1.8387, 0.2798, 2.0225)
H (-2.1501, 0.9047, 0.3384)
H (-2.4305, -0.7121, 0.6025)
H (-0.2685, -1.4479, -0.9875)
H (-0.2919, 0.3441, -1.3035)



No. 2
Here is a cluster of 2 separate species, C3H5O4S in total from OMol25. Energies are from ωB97M-V/def2-TZVPD.

Properties
total charge: -1
relative energy (zero: lowest compared OMol25 entry of this formula, charge and spin): 231.6 kJ/mol
gap between HOMO and LUMO: 0.254 Eh
HOMO: -3.4 eV

Element x y z (Å)
C (1.0504, 0.0373, 0.7575)
C (0.6794, 0.6115, -0.3967)
C (-1.8266, -0.8868, -0.4106)
O (0.8414, -1.2553, 1.0049)
O (1.6372, 0.7550, 1.7940)
O (0.8277, 1.9666, -0.7437)
O (-1.2270, -1.9825, -0.5342)
S (-1.9894, -0.0268, 0.9897)
H (0.3651, -0.0450, -1.1241)
H (-2.1893, -0.3004, -1.3938)
H (0.9388, 2.4770, -0.0184)
H (0.1590, -1.6026, 0.4829)
H (1.6336, 0.1235, 2.4654)



No. 3
Here is a structure of composition C3H5O4Tl from OMol25. Energies are from ωB97M-V/def2-TZVPD.

Properties
total charge: +1
spin multiplicity: 2
relative energy (zero: lowest compared OMol25 entry of this formula, charge and spin): 0.0 kJ/mol
gap between HOMO and LUMO (alpha / beta): 0.296 / 0.401 Eh
HOMO (alpha / beta): -12.3 / -15.5 eV

Element x y z (Å)
H (-0.1806, 0.4338, 2.5738)
C (-0.1238, 0.4496, 1.4883)
C (-0.9235, 1.2684, 0.5259)
O (-1.0440, 0.4064, -0.6083)
C (-0.1755, -0.6216, -0.4940)
O (-0.6392, -1.7273, -1.0748)
O (0.1832, -0.7464, 0.8753)
H (-0.4202, 2.2033, 0.2319)
H (-1.9324, 1.5086, 0.8902)
H (0.1495, -2.0230, -1.6924)
Tl (2.8014, -0.5785, 0.4606)
O (1.1858, -0.4301, -1.1290)
H (1.1194, -0.1433, -2.0474)



No. 4
Here is the molecule C3H5P from OMol25. Energies are from ωB97M-V/def2-TZVPD.

Properties
SMILES string: CC#CP
relative energy (zero: lowest compared OMol25 entry of this formula, charge and spin): 191.7 kJ/mol
gap between HOMO and LUMO: 0.343 Eh
HOMO: -8.5 eV

Element x y z (Å)
C (-1.6801, 0.9456, 0.0523)
C (-0.2968, 0.6511, 0.2908)
C (1.0268, 0.1667, 0.2534)
P (2.8258, 0.1114, 0.0077)
H (-1.9888, 0.0093, -0.5126)
H (-2.2983, 1.0698, 1.0629)
H (-1.8388, 1.8961, -0.4828)
H (3.1819, -0.9768, 0.9584)
H (3.2831, 1.1746, 0.9287)



No. 5
Here is a structure of composition C3H5P from OMol25. Energies are from ωB97M-V/def2-TZVPD.

Properties
relative energy (zero: lowest compared OMol25 entry of this formula, charge and spin): 334.2 kJ/mol
gap between HOMO and LUMO (alpha / beta): 0.258 / 0.273 Eh
HOMO (alpha / beta): -7.8 / -8.3 eV

Element x y z (Å)
C (0.5336, 0.3068, -0.2979)
C (0.6484, -0.3074, 0.9976)
C (-0.7867, 0.5750, -0.8952)
P (1.3694, -1.8216, -0.1416)
H (1.5122, 0.0017, 1.7705)
H (-0.1540, -0.5599, 1.6477)
H (-0.9337, -0.3008, -1.4397)
H (-0.6814, 1.4137, -1.4721)
H (-1.5079, 0.6926, -0.1694)



No. 6
Here is the molecule C3H6 from OMol25. Energies are from ωB97M-V/def2-TZVPD.

Properties
SMILES string: C=CC
relative energy (zero: lowest compared OMol25 entry of this formula, charge and spin): 45.0 kJ/mol
gap between HOMO and LUMO: 0.395 Eh
HOMO: -9.4 eV

Element x y z (Å)
C (0.7494, 0.5842, -0.9424)
C (-0.3531, 0.4992, -0.1861)
C (-0.5036, -0.6674, 0.7892)
H (1.0731, 1.2168, -1.7590)
H (1.5895, -0.1033, -0.8354)
H (-1.1502, 1.2196, -0.1355)
H (-0.3945, -1.6730, 0.3429)
H (0.3873, -0.4581, 1.3523)
H (-1.3979, -0.6181, 1.3739)



Which of these has the highest relative energy (zero: lowest compared OMol25 entry of this formula, charge and spin)?
number 5